Entry 1:
The following is a quantum chemistry calculation of an isolated molecule of C2H3N3O at a distorted geometry, from the Open Molecules 2025 dataset.

The calculation puts the HOMO energy at -9.785 eV. For the energy above the lowest of the compared OMol25 structures with the same formula, charge and spin, the calculation gives 370.0 kJ/mol. As for the LUMO energy: 0.341 eV. The max |F| comes out at 1.1 eV Å⁻¹.

The geometry in XYZ format:
```
9
Properties=species:S:1:pos:R:3:lowdin_charge:R:1
H -0.015 2.350 1.040 0.071
N -0.060 1.485 0.503 0.077
N 1.088 1.142 0.169 -0.004
C 0.946 -0.203 -0.362 -0.251
N 0.424 -1.239 0.622 0.207
C -0.398 -0.708 -0.165 -0.468
O -1.674 -0.718 -0.509 0.122
H 1.741 -0.535 -1.034 0.117
H -2.052 -1.574 -0.264 0.128
```

Entry 2:
The following is a quantum chemistry calculation of an isolated molecule of C4H9N3 at a distorted geometry, from the Open Molecules 2025 dataset.

The calculation puts the HOMO energy (alpha / beta) at -6.517 / -6.516 eV. For the energy above the lowest of the compared OMol25 structures with the same formula, charge and spin, the calculation gives 306.5 kJ/mol. As for the LUMO energy (alpha / beta): 0.869 / 0.869 eV. The max |F| comes out at 1.6 eV Å⁻¹.

The geometry in XYZ format:
```
16
Properties=species:S:1:pos:R:3:lowdin_charge:R:1
C -1.166 1.170 -1.465 -0.024
N 1.420 1.257 -0.547 0.001
C -0.597 0.139 -0.552 -0.358
N -1.346 -1.012 -0.298 0.111
C 1.256 -0.724 0.690 -0.149
C 0.943 -0.912 1.965 0.041
N 0.649 0.253 -0.154 -0.256
H 2.314 1.195 -0.060 0.005
H -0.970 -1.596 0.432 0.063
H -2.329 -0.832 -0.168 0.085
H 2.095 -1.233 0.224 0.121
H -1.006 0.898 -2.512 0.090
H -0.655 2.114 -1.273 0.065
H -2.239 1.280 -1.301 0.074
H 1.501 -1.608 2.568 0.058
H 0.132 -0.388 2.451 0.073
```

Entry 3:
The following is a quantum chemistry calculation of a structure of composition C36H44MnN2Si at a distorted geometry, from the Open Molecules 2025 dataset.

The calculation puts the HOMO energy (alpha / beta) at -4.720 / -7.451 eV. For the energy above the lowest of the compared OMol25 structures with the same formula, charge and spin, the calculation gives 318.6 kJ/mol. As for the LUMO energy (alpha / beta): 0.644 / -1.326 eV. The max |F| comes out at 2.9 eV Å⁻¹. As for the expectation value of S²: 8.792. The multiplicity is 6.

The geometry in XYZ format:
```
84
Properties=species:S:1:pos:R:3:lowdin_spin:R:1
C 2.847 0.241 -1.077 0.022
C 2.024 0.588 -2.225 0.013
C 1.556 1.930 -2.031 0.062
H 1.787 -0.019 -3.103 0.001
C 1.898 2.353 -0.717 -0.002
C 2.771 1.347 -0.142 0.035
H 3.330 1.465 0.807 0.003
H 3.492 -0.657 -1.012 0.002
H 0.916 2.498 -2.713 0.015
H 1.539 3.295 -0.280 -0.001
Mn 0.805 0.491 -0.451 2.852
C -3.343 0.997 -0.243 0.027
H -3.129 2.039 -0.607 0.007
H -2.364 0.567 0.293 0.007
H -3.454 0.651 -1.313 0.011
Si -1.476 1.925 -3.567 0.566
C -2.942 1.246 -4.609 0.072
C -2.411 0.811 -5.837 0.029
H -1.335 0.830 -6.001 0.004
C -3.225 0.389 -6.893 0.001
H -2.760 0.081 -7.829 0.000
C -4.619 0.334 -6.766 0.016
H -5.240 -0.026 -7.601 0.001
C -5.165 0.714 -5.533 -0.001
H -6.250 0.649 -5.423 0.000
C -4.356 1.163 -4.464 0.015
H -4.869 1.461 -3.545 0.001
C -1.886 3.794 -3.540 0.083
C -2.654 4.425 -4.566 0.022
H -3.377 3.831 -5.142 0.001
C -2.571 5.808 -4.829 0.001
H -3.083 6.225 -5.690 0.000
C -1.860 6.671 -4.002 0.010
H -1.690 7.715 -4.280 0.001
C -1.299 6.103 -2.854 -0.001
H -0.783 6.775 -2.170 0.000
C -1.363 4.722 -2.587 0.016
H -1.049 4.371 -1.599 0.003
H -0.265 1.547 -4.274 0.065
H -4.287 0.889 0.344 0.002
C 1.238 1.798 6.461 0.000
C 1.224 0.419 5.796 0.004
C 2.654 -0.148 5.899 0.004
C 0.253 -0.493 6.554 0.003
C 0.790 0.507 4.317 0.059
C 0.568 1.733 3.658 0.094
C 0.341 1.729 2.283 0.020
N 0.466 0.609 1.534 0.126
C 0.498 -0.601 2.173 0.131
C 0.715 -0.670 3.563 0.049
C 0.602 -1.737 1.304 0.144
C 0.983 -3.021 1.741 0.040
C 1.274 -4.003 0.789 0.068
C 1.037 -3.732 -0.578 0.098
C 0.633 -2.452 -0.942 0.023
N 0.613 -1.446 -0.033 0.139
C 1.968 -5.337 1.146 0.005
C 1.090 -6.496 0.672 0.003
C 3.308 -5.434 0.392 0.003
C 2.252 -5.468 2.644 0.002
H 1.531 1.701 7.511 0.000
H 0.245 2.253 6.453 0.000
H 1.941 2.497 5.989 0.000
H 2.943 -0.221 6.954 0.001
H 2.699 -1.155 5.477 0.001
H 3.387 0.484 5.375 0.000
H -0.764 -0.080 6.484 0.000
H 0.279 -1.499 6.123 0.000
H 0.569 -0.538 7.603 0.001
H 0.554 2.709 4.164 0.007
H 0.093 2.614 1.701 0.000
H 0.921 -1.619 4.071 0.001
H 1.176 -3.243 2.793 0.001
H 1.152 -4.482 -1.377 0.007
H 0.359 -2.145 -1.949 0.001
H 0.899 -6.472 -0.408 0.000
H 1.565 -7.448 0.933 0.000
H 0.130 -6.446 1.191 0.000
H 3.980 -4.615 0.673 0.000
H 3.825 -6.365 0.639 0.000
H 3.198 -5.398 -0.698 0.001
H 2.910 -4.656 2.983 0.001
H 1.303 -5.439 3.187 0.000
H 2.738 -6.434 2.820 0.000
```

> Which formula does entry 1 have?

C2H3N3O